Entry 1:
Density functional theory data (ωB97M-V/def2-TZVPD) for C18H44BClF4P2Sn as an isolated structure.

Last column: Mulliken charge in e.
Atoms and positions in Å:
Sn (-0.1037, -0.8722, -0.5888)  0.43
Cl (-0.2033, -0.2482, -2.9180)  -0.47
P (-0.5017, -3.2870, -0.4428)  -0.44
C (0.6363, -3.8064, -1.8557)  0.55
C (-0.0777, -4.0063, 1.2386)  0.61
C (-2.2941, -3.1766, -1.0111)  0.67
C (1.9810, -3.0609, -1.9560)  -1.17
H (0.0739, -3.5810, -2.7730)  0.36
C (0.8351, -5.3091, -1.7180)  -1.49
H (1.3929, -5.5524, -0.7982)  0.31
H (1.4046, -5.7196, -2.5674)  0.43
H (-0.1189, -5.8538, -1.6868)  0.34
H (1.8529, -1.9830, -2.1525)  0.24
H (2.5566, -3.4542, -2.8168)  0.43
H (2.6076, -3.1674, -1.0549)  0.21
H (-2.2198, -2.5959, -1.9491)  0.37
C (-3.2345, -2.3873, -0.0783)  -1.31
C (-2.7697, -4.5948, -1.3446)  -1.50
H (-2.2468, -4.9785, -2.2271)  0.36
H (-3.8442, -4.6248, -1.5670)  0.43
H (-2.5832, -5.2965, -0.5188)  0.34
H (-2.7103, -1.6359, 0.5386)  0.29
H (-3.8253, -3.0410, 0.5862)  0.39
H (-3.9640, -1.8141, -0.6806)  0.35
C (1.2786, -3.4675, 1.7228)  -1.08
H (-0.0050, -5.1132, 1.1535)  0.64
C (-1.1642, -3.6760, 2.2616)  -1.43
H (2.0845, -3.5488, 0.9836)  0.21
H (1.5919, -4.0358, 2.6139)  0.44
H (1.2080, -2.4116, 2.0295)  0.12
H (-1.1439, -2.6134, 2.5557)  0.30
H (-0.9866, -4.2537, 3.1811)  0.46
H (-2.1743, -3.9110, 1.9136)  0.34
H (1.5346, -0.5538, -0.1179)  0.02
H (-1.0667, 0.4637, 0.0141)  0.03
P (0.4613, 3.5111, -0.3173)  0.11
C (-0.7633, 3.9371, -1.6085)  0.40
C (0.2742, 4.1630, 1.4257)  0.13
C (2.0970, 3.2390, -1.1210)  0.56
C (-2.0403, 3.0603, -1.5894)  -0.91
H (-0.2600, 3.7498, -2.5759)  0.44
C (-1.0008, 5.4426, -1.4520)  -1.47
H (-1.4956, 5.6730, -0.4965)  0.26
H (-1.6592, 5.8123, -2.2509)  0.43
H (-0.0621, 6.0169, -1.5277)  0.31
H (-1.7850, 2.0241, -1.8764)  0.01
H (-2.7753, 3.4537, -2.3208)  0.45
H (-2.5155, 3.0424, -0.5927)  0.15
H (1.8261, 2.6827, -2.0472)  0.27
C (3.1212, 2.3556, -0.3766)  -1.29
C (2.6279, 4.6304, -1.4893)  -1.56
H (2.0719, 5.0711, -2.3266)  0.31
H (3.6757, 4.5800, -1.8066)  0.47
H (2.5874, 5.3262, -0.6403)  0.30
H (2.6347, 1.6400, 0.3033)  0.05
H (3.8618, 2.9441, 0.1895)  0.38
H (3.6888, 1.7619, -1.1172)  0.41
C (-1.0908, 3.6379, 1.9483)  -1.13
H (0.2941, 5.2662, 1.3995)  0.59
C (1.4231, 3.6078, 2.3004)  -1.10
H (-1.9433, 3.9486, 1.3322)  0.25
H (-1.2365, 3.9775, 2.9861)  0.44
H (-0.9944, 2.5294, 1.9494)  0.12
H (1.2413, 2.5116, 2.3874)  0.04
H (1.3595, 4.0352, 3.3138)  0.44
H (2.4158, 3.8071, 1.8861)  0.29
F (0.3850, 0.4273, 2.3287)  -0.05
B (0.0405, -0.0585, 3.6601)  0.29
F (-1.2303, -0.7316, 3.5388)  -0.43
F (1.0269, -0.9544, 4.0859)  -0.36
F (-0.0627, 1.0466, 4.5280)  -0.39

The calculation puts the HOMO energy at -6.0395 eV. The gap between HOMO and LUMO is 5.668 eV. The charge is 0.

***

Entry 2:
Density functional theory data (ωB97M-V/def2-TZVPD) for a 6-piece molecular cluster, C18H44ClN13O11S overall.

Last column: Mulliken charge in e.
Atoms and positions in Å:
C (-2.6622, 2.0931, 0.0480)  -1.00
C (-1.8745, 0.7878, -0.6332)  0.85
O (-2.5820, -0.4675, -0.2820)  -0.44
C (-1.8699, -1.6490, -0.8301)  -0.56
C (-1.0738, -2.4304, 0.4014)  -0.36
O (-0.4585, -1.4001, 1.2835)  0.31
C (0.5095, -1.9959, 2.2134)  -0.97
C (0.7371, -1.1785, 3.6144)  -0.90
N (-0.6692, -0.7063, 4.0439)  -0.32
C (1.8434, 0.0162, 3.5922)  0.19
C (2.6290, -0.0701, 5.0672)  -0.54
N (2.6377, 1.2825, 5.7978)  -0.61
C (2.8619, 0.0534, 2.3088)  0.18
C (2.2832, 0.7459, 0.9537)  -0.36
C (3.3811, 1.1210, -0.2029)  0.02
C (4.4726, -0.0376, -0.5616)  -0.91
Cl (2.3774, 1.3935, -1.7822)  -0.20
O (4.1145, 0.8056, 2.6598)  -0.35
C (3.8465, 2.2165, 2.9380)  0.45
N (3.6956, 3.5078, 3.0526)  -0.51
O (3.3602, -1.3448, 2.1423)  -0.45
S (2.1924, -2.3880, 1.5103)  1.20
O (2.5276, -3.8737, 1.8905)  -0.71
O (2.2062, -2.3383, -0.0529)  -0.63
H (-2.3075, 3.0263, -0.5907)  0.25
H (-2.3206, 2.2609, 1.1753)  0.25
H (-3.8340, 1.9715, -0.0195)  0.27
H (-0.8018, 0.7826, -0.1335)  -0.40
H (-1.7055, 0.9374, -1.7825)  0.12
H (-1.0889, -1.2659, -1.6325)  0.25
H (-2.6403, -2.4071, -1.3144)  0.30
H (-1.8142, -3.0963, 1.0545)  0.27
H (-0.2692, -3.1647, -0.0316)  0.33
H (0.0349, -3.0459, 2.5312)  0.60
H (1.0048, -2.0256, 4.4144)  0.56
H (-0.6599, 0.3014, 4.3107)  0.24
H (-0.8976, -1.2099, 4.9511)  0.37
H (1.2360, 1.0435, 3.5466)  0.65
H (2.1358, -0.8204, 5.8137)  0.39
H (3.7533, -0.4444, 4.9217)  0.01
H (2.1168, 1.2256, 6.7027)  0.28
H (2.2338, 2.0392, 5.2055)  0.30
H (1.4386, 0.1216, 0.3854)  -0.10
H (1.7267, 1.7707, 1.2145)  0.51
H (3.8329, 2.1785, 0.0522)  0.42
H (5.3115, 0.4854, -1.2310)  0.38
H (5.0675, -0.4349, 0.3943)  0.16
H (4.0649, -0.9272, -1.2191)  0.25
N (-2.9476, 1.8866, -4.8479)  -0.29
C (-2.1169, 2.7000, -4.1712)  0.54
N (-1.3109, 3.4467, -4.9475)  -0.30
O (-2.0961, 2.7560, -2.9518)  -0.67
H (-2.9793, 1.8265, -5.8517)  0.18
H (-3.5712, 1.3071, -4.3013)  0.19
H (-0.6700, 4.0728, -4.4778)  0.19
H (-1.3135, 3.4145, -5.9530)  0.20
N (-5.2517, -2.0803, 5.4799)  -0.39
C (-4.6330, -2.2725, 4.3009)  0.64
N (-3.5984, -1.4437, 4.0713)  -0.26
O (-4.9820, -3.1291, 3.5042)  -0.66
H (-4.9789, -1.3802, 6.1489)  0.16
H (-6.0359, -2.6833, 5.6920)  0.24
H (-3.1051, -1.5548, 3.1951)  0.08
H (-3.2961, -0.7323, 4.7151)  0.15
N (-3.0963, 4.9819, -9.7346)  -0.43
C (-2.9264, 4.9307, -8.4012)  0.64
N (-3.6220, 5.8543, -7.7135)  -0.37
O (-2.2000, 4.1127, -7.8592)  -0.65
H (-3.6900, 5.6481, -10.1992)  0.16
H (-2.5905, 4.3040, -10.2897)  0.22
H (-3.5223, 5.8503, -6.7067)  0.22
H (-4.2250, 6.5360, -8.1419)  0.17
N (-0.3010, -0.2248, -5.9997)  -0.32
C (-0.9218, -1.2884, -6.5409)  0.63
N (-0.1122, -2.1238, -7.2166)  -0.40
O (-2.1223, -1.4799, -6.4282)  -0.66
H (0.6864, -0.0500, -6.0817)  0.15
H (-0.8742, 0.4291, -5.4826)  0.18
H (-0.5396, -2.9373, -7.6396)  0.23
H (0.8784, -1.9830, -7.3203)  0.16
N (4.5806, -3.1034, 5.1497)  -0.32
C (4.1450, -4.0251, 6.0273)  0.64
N (3.2880, -4.9254, 5.5127)  -0.35
O (4.4984, -4.0430, 7.1958)  -0.68
H (4.3010, -3.0723, 4.1838)  0.15
H (5.2274, -2.4069, 5.4964)  0.19
H (2.9359, -5.6368, 6.1399)  0.20
H (2.9852, -4.9269, 4.5534)  0.18

The calculation puts the HOMO energy at -9.2439 eV. The gap between HOMO and LUMO is 9.116 eV. The charge is 0.

***

Entry 3:
Density functional theory data (ωB97M-V/def2-TZVPD) for C18H45BCl2GaMgN3O4 as an isolated structure.

Last column: Mulliken charge in e.
Atoms and positions in Å:
C (-0.2892, -3.6235, -7.4415)  -0.83
N (0.2949, -4.4106, -6.3097)  -0.14
C (1.4334, -3.6704, -5.8230)  -0.43
Ga (0.7163, -2.7812, -4.0333)  0.28
C (2.1734, -1.3860, -3.5104)  -1.30
C (1.5520, -0.4365, -2.4484)  0.73
O (0.1260, -0.5394, -2.5351)  -0.23
C (2.0097, 1.0596, -2.5651)  -0.58
N (2.2115, 1.5229, -3.9404)  -0.53
O (0.5343, -4.1641, -2.7877)  -0.27
B (0.3370, -3.6965, -1.4629)  0.27
O (1.4268, -3.7634, -0.5633)  -0.51
O (-0.9176, -3.1508, -1.1306)  -0.49
H (0.4931, -3.5789, -8.2292)  0.38
H (-0.4873, -2.5806, -7.0884)  0.34
H (-1.2163, -4.0716, -7.8418)  0.32
H (-0.4208, -4.4294, -5.5665)  0.32
H (2.2403, -4.3655, -5.4835)  0.37
H (1.7752, -2.9182, -6.5591)  0.42
H (-0.6876, -2.1012, -4.3745)  -0.16
H (2.4860, -0.8993, -4.4572)  0.68
H (3.0884, -1.8758, -3.0995)  0.40
H (1.8963, -0.7894, -1.4417)  -0.01
H (-0.2763, 0.3333, -2.4810)  -0.10
H (1.2617, 1.7382, -2.0903)  0.36
H (2.9458, 1.2030, -1.9622)  0.33
H (2.0172, 2.5102, -4.0443)  0.22
H (3.1485, 1.3258, -4.2712)  0.23
H (2.1587, -3.3272, -1.0063)  0.30
H (-1.4621, -3.2898, -1.9108)  0.28
Cl (-3.3751, 1.3379, -4.0990)  -0.16
C (-3.2542, 2.9785, -3.4185)  -0.42
C (-1.8487, 3.2979, -2.9670)  -0.69
Cl (-1.3699, 2.3330, -1.5405)  -0.06
H (-3.9664, 3.0587, -2.5988)  0.30
H (-3.5551, 3.6730, -4.2021)  0.34
H (-1.7796, 4.3463, -2.6783)  0.40
H (-1.1224, 3.1135, -3.7571)  0.32
C (-1.5867, 2.7283, 6.1350)  -1.01
C (-1.9845, 2.8929, 4.6711)  -0.59
C (-2.4093, 1.6026, 3.9694)  -0.92
C (-1.4614, 0.4086, 3.8702)  -0.75
N (-0.1331, 0.5829, 3.1422)  0.93
C (0.4140, -0.8029, 2.7517)  -1.08
C (-0.2131, -1.1083, 1.4132)  -0.52
C (-0.1227, 0.2235, 0.6974)  0.23
C (-0.3390, 1.2803, 1.7743)  -0.91
C (0.9065, 1.3249, 3.9468)  -1.34
C (1.6373, 0.5556, 5.0605)  0.18
C (0.8450, -0.2169, 6.1072)  -1.37
H (-0.5555, 2.3872, 6.2404)  0.11
H (-1.6492, 3.6862, 6.6518)  0.43
H (-2.2395, 2.0237, 6.6539)  0.31
H (-1.1987, 3.4090, 4.1105)  0.36
H (-2.8454, 3.5652, 4.6401)  0.46
H (-2.7926, 1.8631, 2.9797)  0.34
H (-3.2931, 1.2285, 4.4976)  0.52
H (-1.9950, -0.3744, 3.3287)  0.34
H (-1.2502, 0.0043, 4.8563)  0.53
H (1.4961, -0.7128, 2.6484)  0.44
H (0.1620, -1.5227, 3.5278)  0.29
H (-1.2530, -1.4220, 1.5239)  0.33
H (0.3152, -1.9026, 0.8846)  0.26
H (-0.8517, 0.3037, -0.1055)  0.68
H (0.8666, 0.3475, 0.2504)  -0.31
H (-1.3414, 1.6911, 1.7208)  -0.02
H (0.3733, 2.0980, 1.6819)  0.45
H (0.4494, 2.2350, 4.3275)  0.89
H (1.6723, 1.6431, 3.2306)  0.72
H (2.2411, 1.2980, 5.6017)  -0.31
H (2.3663, -0.1315, 4.6120)  0.40
H (0.0613, 0.3837, 6.5656)  0.27
H (1.5143, -0.5340, 6.9096)  0.45
H (0.4045, -1.1234, 5.6945)  0.31
Mg (3.4918, 2.1021, 5.1485)  0.23

The calculation puts the HOMO energy at -10.9037 eV. The gap between HOMO and LUMO is 1.230 eV. The charge is +2.

***

Entry 4:
Density functional theory data (ωB97M-V/def2-TZVPD) for C18H45F2IN10O13S2Tl as an isolated structure.

Last column: Mulliken charge in e.
Atoms and positions in Å:
Tl (0.1070, 0.3536, 0.1633)  2.32
N (1.7802, 2.0820, -1.2135)  -0.06
S (3.0835, 2.8076, -0.9814)  0.73
O (2.9922, 4.2825, -0.9502)  -0.62
O (4.2103, 2.0992, -1.5365)  -0.64
F (3.0631, 2.4737, 0.5750)  -0.21
S (1.5286, 2.9473, -2.6281)  0.62
O (2.5408, 2.8473, -3.7173)  -0.53
O (0.7459, 4.1231, -2.4756)  -0.73
F (0.3680, 1.9897, -2.9679)  -0.16
I (-0.3120, -1.7239, 3.6501)  -0.12
O (-2.1266, 0.8608, -1.8966)  -0.03
C (-2.9797, 1.5821, -2.3904)  0.56
N (-2.7038, 2.9233, -2.3760)  -0.30
C (-4.3868, 1.2045, -2.7794)  -1.26
H (-1.8454, 3.0876, -1.8697)  0.09
H (-3.2121, 3.6009, -2.9260)  0.19
H (-4.9351, 1.1043, -1.8426)  0.20
H (-4.4107, 0.2376, -3.2820)  0.27
H (-4.9604, 1.9260, -3.3612)  0.40
O (-0.8895, 3.1089, -0.0916)  -0.08
C (-0.8499, 4.2163, 0.4693)  0.37
N (-0.1765, 5.2550, -0.0434)  -0.18
C (-1.4247, 4.4016, 1.9367)  -1.11
H (-0.2109, 6.1600, 0.4036)  0.21
H (0.1305, 5.1395, -0.9987)  0.34
H (-1.0537, 5.2737, 2.4751)  0.43
H (-1.2225, 3.5302, 2.5594)  -0.01
H (-2.5130, 4.4548, 1.9063)  0.23
O (1.9772, -1.1789, -1.5995)  -0.04
C (2.6330, -1.3021, -2.6107)  0.75
N (3.3508, -0.3741, -3.1461)  -0.27
C (2.8736, -2.7103, -3.1500)  -1.01
H (3.8087, -0.5537, -4.0282)  0.20
H (3.3166, 0.5530, -2.7467)  -0.20
H (3.5235, -2.7097, -4.0249)  0.46
H (1.9640, -3.1486, -3.5606)  0.18
H (3.3078, -3.3376, -2.3715)  0.23
O (-2.1621, 1.2461, 1.8866)  -0.45
C (-3.2383, 1.2107, 2.5677)  0.64
N (-3.3389, 0.2959, 3.5575)  -0.27
C (-4.4286, 2.0783, 2.2251)  -0.80
H (-2.5770, -0.3330, 3.7674)  -0.07
H (-4.2804, -0.0368, 3.7090)  0.22
H (-4.0110, 3.0792, 2.1160)  0.01
H (-5.0616, 2.3192, 3.0791)  0.43
H (-4.8920, 1.6721, 1.3260)  0.21
O (-2.4696, -1.4332, 0.2560)  0.00
C (-3.0318, -2.5214, 0.4440)  0.54
N (-2.5648, -3.3499, 1.3421)  -0.21
C (-4.3356, -2.8345, -0.3352)  -1.19
H (-1.7094, -3.0359, 1.7777)  -0.24
H (-2.5491, -4.3548, 1.2419)  0.26
H (-5.2633, -2.2665, -0.2653)  0.28
H (-4.5077, -3.8869, -0.1093)  0.37
H (-4.1720, -2.9799, -1.4030)  0.23
O (2.8294, -0.4577, 1.1883)  0.12
C (3.6319, -1.2158, 1.7498)  0.35
N (3.2745, -1.9066, 2.8462)  -0.12
C (5.1341, -1.1943, 1.4212)  -1.54
H (2.2948, -2.0809, 3.0190)  -0.13
H (3.9509, -2.4107, 3.4017)  0.16
H (5.5463, -0.5607, 2.2065)  0.42
H (5.1870, -0.7088, 0.4468)  0.29
H (5.7595, -2.0851, 1.3632)  0.40
O (0.8380, -2.7642, 0.2689)  0.31
C (1.4833, -3.7751, 0.4004)  0.40
N (2.7841, -3.6853, 0.1098)  -0.19
C (0.9131, -5.0181, 1.0120)  -1.21
H (2.9529, -2.8569, -0.4427)  -0.29
H (3.3822, -4.4889, -0.0192)  0.25
H (1.7114, -5.6864, 1.3349)  0.40
H (0.2706, -5.3896, 0.2138)  0.28
H (0.3190, -4.8017, 1.8999)  0.19
O (-0.7959, -1.5706, -2.1942)  0.01
C (-1.0471, -2.5437, -2.8972)  0.45
N (-0.7992, -3.7694, -2.4154)  -0.17
C (-1.4934, -2.3990, -4.3180)  -1.46
H (-0.4839, -3.7105, -1.4577)  -0.10
H (-0.8358, -4.6960, -2.8156)  0.19
H (-1.8276, -1.3915, -4.5659)  0.21
H (-2.4202, -2.9540, -4.1723)  0.45
H (-0.7780, -2.8494, -5.0060)  0.32
O (1.0053, 2.0663, 2.3293)  -0.33
C (1.5728, 2.3935, 3.3347)  0.45
N (1.7348, 1.4199, 4.1957)  -0.31
C (2.0161, 3.8196, 3.6555)  -0.89
H (1.9826, 1.6352, 5.1508)  0.21
H (1.1650, 0.5998, 4.0446)  -0.08
H (2.4477, 4.1210, 4.6099)  0.43
H (1.1254, 4.4370, 3.5386)  0.11
H (2.6699, 4.0222, 2.8071)  0.23

The calculation puts the HOMO energy at -11.2641 eV. The gap between HOMO and LUMO is 3.446 eV. The charge is +1.

***

What is the charge in the third record? +2

***

Among the records above, which one has the lowest gap between HOMO and LUMO? C18H45BCl2GaMgN3O4

***

Which value of charge does entry 2 give? 0

***

What is the formula in the first record? C18H44BClF4P2Sn